1.
{
  "formula": "C21H35ClLaN3O6",
  "method": "the ωB97M-V functional and the def2-TZVPD basis",
  "symbols": ["O", "C", "C", "C", "H", "C", "H", "C", "H", "C", "H", "C", "H", "H", "C", "C", "H", "H", "H", "C", "C", "H", "H", "H", "H", "La", "Cl", "C", "O", "N", "C", "C", "H", "H", "H", "H", "H", "H", "H", "H", "H", "C", "C", "N", "H", "C", "O", "H", "H", "H", "H", "H", "H", "C", "C", "N", "H", "C", "O", "H", "H", "H", "H", "O", "C", "O", "H"],
  "positions_angstrom": [[-1.157, 1.267, -1.242], [-0.712, 2.361, -1.940], [-0.651, 2.057, -3.438], [-0.547, 0.756, -3.938], [-0.483, -0.104, -3.262], [-0.466, 0.552, -5.317], [-0.409, -0.467, -5.690], [-0.468, 1.627, -6.203], [-0.402, 1.464, -7.277], [-0.549, 2.925, -5.694], [-0.550, 3.783, -6.357], [-0.652, 3.138, -4.320], [-0.696, 4.138, -3.876], [-1.422, 3.202, -1.859], [0.489, 3.490, 0.023], [0.630, 2.882, -1.338], [1.304, 4.198, 0.203], [0.532, 2.706, 0.801], [-0.472, 4.029, 0.104], [1.791, 2.666, -1.973], [3.136, 3.091, -1.520], [1.770, 2.159, -2.940], [3.591, 3.792, -2.223], [3.750, 2.193, -1.506], [3.162, 3.515, -0.514], [0.192, -0.253, -0.124], [2.771, 0.797, 0.590], [1.949, -1.712, 1.697], [0.789, -1.275, 1.933], [2.618, -2.494, 2.520], [1.969, -2.786, 3.787], [3.879, -3.125, 2.150], [2.496, -1.435, 0.781], [1.009, -2.264, 3.756], [2.569, -2.427, 4.629], [1.825, -3.866, 3.884], [4.096, -2.911, 1.096], [3.809, -4.210, 2.294], [4.721, -2.766, 2.757], [-4.169, -1.795, -3.266], [-3.002, -3.883, -1.995], [-3.225, -1.290, -2.995], [-2.198, -3.177, -1.721], [-2.711, -1.807, -1.732], [-3.398, -0.208, -2.892], [-2.870, -1.093, -0.616], [-2.225, -1.320, 0.458], [-1.787, -3.414, -0.732], [-3.561, -0.252, -0.707], [-2.486, -1.465, -3.795], [-1.402, -3.254, -2.479], [-1.822, 2.089, 4.736], [-4.335, 2.245, 3.650], [-1.590, 2.688, 3.843], [-3.854, 2.668, 2.758], [-2.448, 2.311, 2.723], [-0.540, 2.547, 3.566], [-1.948, 1.570, 1.729], [-0.782, 1.123, 1.745], [-4.336, 2.273, 1.856], [-2.624, 1.396, 0.877], [-1.771, 3.738, 4.099], [-3.976, 3.759, 2.790], [0.999, -3.170, -0.614], [1.223, -2.713, -1.756], [0.993, -1.507, -2.142], [1.622, -3.436, -2.504]],
  "mulliken_charge": [-0.4073, 0.3578, -0.7115, 0.7288, 0.4601, -1.0970, 0.4169, -0.5489, 0.3941, -0.6947, 0.3927, -0.2954, 0.3792, 0.3671, -1.2476, 0.2032, 0.5052, -0.0067, 0.3294, 0.3837, -1.6499, 0.3466, 0.4036, 0.3150, 0.3311, 2.1102, -0.5958, -0.0070, -0.8461, 0.2937, -0.9111, -0.9330, 0.4984, 0.2008, 0.3209, 0.3301, 0.2679, 0.3213, 0.3249, 0.3374, 0.3184, -1.0369, -0.8719, 0.4080, 0.3417, -0.1524, -0.7189, 0.2738, 0.4807, 0.3095, 0.2982, 0.3209, 0.3258, -0.9717, -0.9297, 0.3212, 0.2500, 0.6721, -0.9540, 0.2659, -0.1923, 0.3513, 0.3279, -0.5601, -0.0937, -0.5596, 0.4077],
  "spin_multiplicity": 1
}

***

2.
{
  "formula": "C21H35F4N3O3Si2",
  "method": "the ωB97M-V functional and the def2-TZVPD basis",
  "symbols": ["C", "C", "C", "C", "Si", "C", "C", "C", "F", "N", "C", "O", "O", "Si", "C", "O", "C", "C", "C", "C", "F", "F", "F", "H", "H", "H", "H", "H", "H", "H", "H", "H", "H", "H", "H", "H", "H", "H", "H", "H", "H", "H", "H", "H", "H", "H", "H", "H", "N", "C", "C", "C", "C", "H", "H", "H", "H", "H", "N", "C", "C", "C", "C", "H", "H", "H", "H", "H"],
  "positions_angstrom": [[0.233, -2.963, 0.302], [-0.356, -2.622, -1.072], [-0.871, -1.156, -1.179], [0.204, -0.189, -0.606], [0.062, 1.565, -1.316], [-0.074, 2.864, 0.036], [0.356, 2.344, 1.438], [1.838, 2.001, 1.540], [2.501, 2.957, 2.277], [1.632, 1.856, -2.127], [1.695, 1.202, -3.158], [1.797, 0.586, -4.158], [-1.222, 1.511, -2.390], [-1.950, 2.937, -2.877], [-3.317, 3.491, -1.675], [-4.027, 2.351, -1.217], [-3.692, 1.969, 0.106], [-4.856, 1.114, 0.633], [-4.552, -0.390, 0.453], [-0.742, 4.375, -3.317], [-0.439, 5.180, -2.304], [-1.406, 5.161, -4.189], [0.358, 4.010, -3.951], [1.230, -2.540, 0.371], [0.297, -4.045, 0.370], [-0.414, -2.569, 1.086], [-1.195, -3.259, -1.353], [0.416, -2.715, -1.840], [-1.057, -0.984, -2.236], [-1.773, -1.087, -0.574], [1.195, -0.597, -0.819], [0.082, -0.204, 0.477], [0.641, 3.653, -0.212], [-1.065, 3.296, 0.163], [-0.300, 1.534, 1.747], [0.193, 3.182, 2.115], [1.931, 1.071, 2.107], [2.333, 1.840, 0.583], [-2.651, 2.622, -4.133], [-2.964, 4.155, -0.881], [-4.015, 4.081, -2.277], [-2.822, 1.300, 0.087], [-3.523, 2.833, 0.753], [-5.014, 1.278, 1.697], [-5.748, 1.337, 0.054], [-4.502, -0.643, -0.604], [-3.572, -0.567, 0.899], [-5.296, -0.999, 0.959], [-0.047, -3.108, 4.202], [1.267, -2.929, 3.864], [1.983, -3.969, 4.391], [1.063, -4.813, 5.071], [-0.180, -4.257, 4.934], [-0.798, -2.493, 3.952], [1.577, -2.079, 3.280], [3.046, -4.111, 4.299], [1.290, -5.725, 5.598], [-1.143, -4.576, 5.293], [3.956, -0.495, -1.400], [4.086, -1.458, -0.435], [4.988, -2.384, -0.883], [5.425, -1.962, -2.168], [4.773, -0.794, -2.457], [3.354, 0.308, -1.340], [3.526, -1.400, 0.484], [5.302, -3.266, -0.350], [6.137, -2.460, -2.805], [4.818, -0.152, -3.321]],
  "mulliken_charge": [-0.6437, -0.9971, -0.2823, 0.5109, -0.3100, -0.3421, -0.9808, 0.2409, -0.3841, -0.4088, 0.7878, -0.5139, -0.3497, 0.1367, -0.7127, -0.4498, 0.5276, -0.6640, -1.0399, 0.7385, -0.2504, -0.2867, -0.2473, -0.0057, 0.4891, 0.0894, 0.4591, 0.3797, 0.4174, -0.1622, -0.2624, 0.3838, 0.6744, 0.1852, 0.3047, 0.6385, 0.0050, 0.0964, -0.2275, 0.4539, 0.5072, -0.3517, 0.3620, 0.3369, 0.2656, 0.2895, 0.1448, 0.4560, 0.0375, -0.3847, -0.5422, -0.3995, -0.5562, 0.2035, 0.4403, 0.4106, 0.3905, 0.3905, 0.0750, -0.2888, -0.8048, -0.4683, -0.5394, 0.2724, 0.5366, 0.4295, 0.4128, 0.3766],
  "spin_multiplicity": 1
}

***

3.
{
  "formula": "C21H35N12O5P",
  "method": "the ωB97M-V functional and the def2-TZVPD basis",
  "symbols": ["C", "N", "C", "O", "N", "O", "C", "O", "O", "P", "N", "O", "H", "H", "H", "H", "H", "H", "H", "H", "C", "C", "N", "H", "H", "H", "C", "C", "N", "H", "H", "H", "C", "C", "N", "H", "H", "H", "C", "C", "N", "H", "H", "H", "C", "C", "N", "H", "H", "H", "C", "C", "N", "H", "H", "H", "C", "C", "N", "H", "H", "H", "C", "C", "N", "H", "H", "H", "C", "C", "N", "H", "H", "H"],
  "positions_angstrom": [[-0.971, 0.497, -4.228], [-0.347, 0.704, -2.900], [1.039, 1.114, -3.148], [1.334, 2.344, -2.421], [2.187, 1.984, -1.358], [1.579, 1.890, -0.363], [-0.357, -0.516, -2.150], [-0.824, -0.629, -1.067], [0.260, -1.559, -2.750], [0.234, -3.016, -1.770], [0.868, -4.201, -2.889], [-1.323, -3.529, -1.620], [-0.825, 1.360, -4.886], [-2.059, 0.364, -4.153], [-0.587, -0.391, -4.758], [1.772, 0.351, -2.845], [1.223, 1.345, -4.200], [0.216, -4.149, -3.686], [1.714, -3.763, -3.262], [-1.648, -3.319, -0.739], [-2.677, 3.390, -0.904], [-2.910, 3.188, -2.336], [-3.094, 3.037, -3.453], [-2.887, 4.426, -0.642], [-3.329, 2.739, -0.324], [-1.640, 3.159, -0.664], [-0.454, -4.892, 2.956], [-0.165, -4.542, 1.560], [0.064, -4.273, 0.474], [-0.008, -5.856, 3.193], [-0.046, -4.137, 3.625], [-1.530, -4.949, 3.109], [2.521, 4.263, 1.648], [3.482, 4.480, 2.739], [4.228, 4.650, 3.586], [2.407, 3.197, 1.463], [1.554, 4.683, 1.919], [2.879, 4.747, 0.741], [0.267, -7.359, -2.594], [0.643, -8.648, -3.193], [0.938, -9.648, -3.660], [0.680, -6.544, -3.178], [-0.818, -7.267, -2.569], [0.658, -7.304, -1.580], [3.431, -9.272, -0.500], [2.847, -7.996, -0.062], [2.401, -7.004, 0.282], [4.038, -9.693, 0.300], [2.638, -9.972, -0.756], [4.057, -9.109, -1.376], [-1.553, 6.865, 1.408], [-2.866, 6.227, 1.552], [-3.888, 5.731, 1.663], [-0.841, 6.152, 0.996], [-1.632, 7.717, 0.737], [-1.198, 7.204, 2.381], [-4.768, 6.581, -3.576], [-3.852, 6.716, -2.437], [-3.140, 6.824, -1.553], [-4.888, 5.528, -3.826], [-5.738, 7.003, -3.320], [-4.363, 7.109, -4.437], [2.481, 3.599, 6.056], [1.188, 3.892, 6.691], [0.183, 4.121, 7.181], [2.441, 2.626, 5.569], [2.710, 4.357, 5.315], [3.268, 3.588, 6.807], [0.757, -0.859, 4.481], [-0.210, -1.727, 5.166], [-0.964, -2.390, 5.706], [0.926, -1.221, 3.467], [0.371, 0.158, 4.437], [1.702, -0.861, 5.023]],
  "mulliken_charge": [-1.2142, 0.3935, -0.7062, -0.2191, 0.0390, -0.1997, 0.5504, -0.6006, -0.2054, 0.2620, -0.6306, -0.5320, 0.4702, 0.3108, 0.3874, 0.4490, 0.4769, 0.3216, 0.2654, 0.3171, -0.0424, 0.3208, -0.4763, -0.1977, 0.3037, 0.0759, -0.7789, 0.3592, -0.2647, 0.2824, 0.1105, 0.2780, -0.4798, 0.3030, -0.4482, 0.1586, 0.1709, 0.3445, -0.3173, 0.2228, -0.4171, 0.1469, 0.2996, 0.0356, -0.8517, 0.4105, -0.3980, 0.3230, 0.2795, 0.2687, -0.6464, 0.3547, -0.4269, 0.0980, 0.2885, 0.3670, -0.8327, 0.3339, -0.3254, 0.2629, 0.2841, 0.2688, -0.4142, 0.2630, -0.3667, 0.1812, 0.0380, 0.2844, -0.7045, 0.3028, -0.3790, 0.2879, 0.2577, 0.2653],
  "spin_multiplicity": 1
}

***

Number 1: frontier orbital gap 8.3 eV, maximum force 2.194 eV/A. Number 2: frontier orbital gap 8.5 eV, maximum force 1.846 eV/A. Number 3: frontier orbital gap 7.8 eV, maximum force 2.507 eV/A.